DFT (ωB97M-V with the def2-TZVPD basis set) results for a gas-phase ion, C11H9N2O (charge +1) at a distorted geometry.

```
23
Properties=species:S:1:pos:R:3
C 0.51 0.23 -2.73
C 2.92 -1.76 1.09
C 1.55 -0.42 -2.18
C 2.80 -1.44 -0.21
C -0.55 1.00 -2.16
C 2.00 -1.36 2.03
C 1.74 -0.64 -0.75
C 0.96 -0.39 0.33
C -0.96 1.12 -0.92
C -3.30 1.54 1.72
C -2.79 1.06 0.51
N 1.00 -0.62 1.55
N -4.38 1.01 2.17
O -1.77 1.70 -0.10
H 0.39 0.27 -3.72
H 3.85 -2.33 1.26
H 2.22 -0.93 -2.72
H 3.61 -1.88 -0.83
H -1.25 1.55 -2.96
H 2.13 -1.67 3.11
H -2.77 2.44 2.23
H -3.32 0.13 0.18
H -4.58 1.38 3.11
```

Output
**Total charge**: +1
**Spin multiplicity**: 3
**HOMO energy (spin up / spin down)**: -11.550 / -12.926 eV
**Gap between HOMO and LUMO (spin up / spin down)**: 0.2310 / 0.2500 Ha

=====

DFT (ωB97M-V with the def2-TZVPD basis set) results for a molecular structure, C48H64HgN6O3S at a distorted geometry.

```
123
Properties=species:S:1:pos:R:3
Hg -4.34 0.79 0.13
C 4.76 0.89 -1.99
C 4.35 1.98 -1.12
C 5.20 1.85 -0.01
C 6.23 0.90 -0.27
C 5.88 0.24 -1.53
C 6.52 -1.11 -2.01
C 5.51 -2.16 -1.49
C 7.87 -1.36 -1.30
C 6.66 -1.05 -3.52
C 5.09 2.39 1.42
C 3.73 2.91 1.74
C 5.51 1.19 2.38
C 6.05 3.56 1.45
C 3.12 2.90 -1.56
C 3.44 4.41 -1.09
C 2.97 2.83 -3.10
C 1.84 2.32 -0.97
H 4.36 0.68 -2.96
H 6.98 0.69 0.44
H 5.23 -1.92 -0.48
H 5.83 -3.16 -1.63
H 4.60 -1.97 -2.09
H 7.67 -1.63 -0.19
H 8.61 -0.58 -1.30
H 8.35 -2.29 -1.59
H 5.64 -0.89 -4.05
H 7.21 -1.92 -3.97
H 7.27 -0.24 -3.86
H 3.01 2.10 1.63
H 3.48 3.70 0.93
H 3.72 3.36 2.78
H 4.88 0.31 2.08
H 5.38 1.45 3.44
H 6.60 1.03 2.17
H 5.66 4.29 2.20
H 6.16 4.03 0.43
H 7.09 3.33 1.69
H 4.51 4.48 -0.66
H 2.69 4.73 -0.32
H 3.34 5.07 -1.97
H 3.93 3.21 -3.58
H 2.16 3.45 -3.50
H 2.81 1.79 -3.36
H 1.52 2.68 0.06
H 1.80 1.18 -1.05
H 1.04 2.75 -1.58
O -0.98 0.72 6.64
N -0.86 1.83 6.02
O -0.44 2.85 6.57
C -1.22 1.99 4.64
C -0.80 3.12 4.05
C -1.10 3.40 2.69
C -0.58 4.53 2.00
C -0.97 4.71 0.70
C -1.81 3.78 0.06
N -2.22 2.62 0.62
C -1.97 2.43 1.93
C -2.60 1.31 2.66
N -3.69 0.64 2.18
C -4.27 -0.42 2.85
C -3.86 -0.75 4.10
C -2.76 -0.03 4.64
C -2.12 1.04 3.99
H -0.35 3.91 4.61
H 0.22 5.20 2.54
H -0.74 5.64 0.20
H -2.03 4.02 -0.97
H -5.15 -0.93 2.38
H -4.33 -1.49 4.67
H -2.36 -0.25 5.71
C -1.48 0.88 -4.67
C -1.23 1.08 -3.31
C -2.23 1.12 -2.41
C -3.60 0.91 -2.80
C -4.69 0.92 -1.88
C -5.97 0.68 -2.39
C -6.18 0.34 -3.74
C -5.20 0.27 -4.64
C -3.88 0.61 -4.18
C -2.75 0.63 -5.10
H -0.63 0.67 -5.33
H -0.17 1.20 -3.04
H -2.05 1.37 -1.38
H -6.82 0.79 -1.78
H -7.14 0.00 -4.11
H -5.32 -0.22 -5.65
H -2.96 0.47 -6.18
C -7.81 -4.20 -0.59
N -6.98 -3.87 0.51
C -7.67 -3.37 1.74
C -5.60 -4.20 0.60
N -5.08 -4.44 1.77
N -4.90 -4.29 -0.57
C -3.70 -5.13 -0.61
C -5.23 -3.68 -1.84
H -8.86 -4.42 -0.29
H -7.46 -5.16 -1.05
H -7.78 -3.38 -1.29
H -8.10 -2.43 1.44
H -6.78 -3.29 2.43
H -8.52 -4.08 2.00
H -4.06 -4.59 1.68
H -3.90 -5.96 0.07
H -2.82 -4.54 -0.39
H -3.52 -5.48 -1.64
H -4.24 -3.33 -2.28
H -5.79 -2.76 -1.71
H -5.80 -4.32 -2.59
O -1.49 -3.71 1.07
S -0.83 -2.48 1.54
C 0.56 -2.18 0.36
C 1.90 -2.22 1.12
C 1.61 -3.19 2.28
C 0.25 -2.88 2.89
H 0.34 -1.16 -0.01
H 0.40 -3.04 -0.28
H 2.23 -1.26 1.46
H 2.60 -2.58 0.39
H 2.52 -3.10 2.92
H 1.62 -4.26 2.02
H 0.43 -2.09 3.64
H -0.22 -3.66 3.49
```

Output
**Total charge**: -1
**Spin multiplicity**: 2
**HOMO energy (spin up / spin down)**: -2.820 / -2.820 eV
**Gap between HOMO and LUMO (spin up / spin down)**: 0.1353 / 0.1425 Ha
**ΔE to the lowest compared entry with this formula, charge and spin**: 13.94 kcal per mole

=====

DFT (ωB97M-V with the def2-TZVPD basis set) results for 2 unconnected molecules or ions with the total composition C9H18FN2O5 at a distorted geometry.

```
35
Properties=species:S:1:pos:R:3
N 4.59 0.26 -1.48
C 4.11 1.62 -1.01
C 2.51 1.45 -0.73
C 1.85 2.74 -0.03
N 0.35 2.44 0.07
C -0.39 2.94 -1.14
C -1.71 2.12 -1.51
O -1.49 0.69 -1.65
C -1.90 0.01 -0.46
O -1.05 -0.78 0.03
H 3.85 -0.03 -2.16
H 4.41 -0.38 -0.67
H 4.29 2.41 -1.83
H 4.67 1.87 -0.05
H 2.40 0.56 -0.01
H 1.93 1.22 -1.68
H 2.31 2.92 1.02
H 2.07 3.67 -0.65
H 0.29 1.41 0.20
H -0.01 2.88 0.94
H -0.73 4.02 -0.91
H 0.34 2.96 -2.02
H -2.06 2.50 -2.54
H -2.59 2.34 -0.80
H -2.89 0.17 0.08
C -2.33 -3.50 1.24
C -3.46 -4.22 1.91
O -2.83 -5.36 2.47
C -1.55 -4.97 2.73
O -0.81 -5.57 3.44
O -1.23 -3.82 2.08
F -4.38 -4.63 1.00
H -2.13 -3.87 0.23
H -2.49 -2.42 1.20
H -3.95 -3.65 2.70
```

Output
**Total charge**: +1
**Spin multiplicity**: 1
**HOMO energy**: -12.812 eV
**Gap between HOMO and LUMO**: 0.3434 Ha

=====

DFT (ωB97M-V with the def2-TZVPD basis set) results for a single C3H6O molecule.

```
10
Properties=species:S:1:pos:R:3
C 0.18 -0.24 -1.73
C 0.61 0.37 -0.43
C -0.18 0.21 1.75
O 0.05 -0.40 0.48
H 1.00 -0.40 -2.44
H -0.45 0.56 -2.16
H -0.43 -1.14 -1.60
H 0.01 1.28 1.65
H 0.44 -0.24 2.53
H -1.23 0.01 1.95
```

Output
**Spin multiplicity**: 1
**HOMO energy**: -8.474 eV
**Gap between HOMO and LUMO**: 0.3526 Ha
**ΔE to the lowest compared entry with this formula, charge and spin**: 69.69 kcal per mole

=====

DFT (ωB97M-V with the def2-TZVPD basis set) results for 2 unconnected molecules or ions with the total composition C14H16O at a distorted geometry.

```
31
Properties=species:S:1:pos:R:3
C 0.15 2.24 3.13
C -0.47 -0.09 2.76
C -0.78 1.25 2.57
C -1.38 -1.17 2.66
C -1.84 1.41 1.66
C -2.52 -0.90 1.98
C -2.73 0.38 1.42
O -3.49 -1.85 1.73
H 0.47 -0.34 3.23
H -1.04 -2.15 2.95
H 0.33 3.03 2.34
H 1.23 1.94 3.26
H -1.90 2.29 1.02
H -3.59 0.53 0.76
H -3.97 -1.49 0.93
H -0.14 2.81 4.01
C 2.38 0.42 -4.10
C 0.65 -1.39 -0.71
C -0.03 -0.40 -1.44
C 1.86 -1.87 -1.18
C 0.33 0.10 -2.68
C 2.43 -1.15 -2.19
C 1.67 -0.23 -2.99
H 0.08 -1.79 0.10
H -0.99 -0.10 -0.98
H 2.29 -2.82 -0.88
H -0.15 0.80 -3.29
H 3.38 -1.40 -2.65
H 2.21 1.49 -4.24
H 2.05 0.00 -5.04
H 3.48 0.46 -4.13
```

Output
**Spin multiplicity**: 1
**HOMO energy**: -8.406 eV
**Gap between HOMO and LUMO**: 0.3375 Ha
**ΔE to the lowest compared entry with this formula, charge and spin**: 42.54 kcal per mole
**SMILES string**: Cc1ccc(O)cc1.Cc1ccccc1

=====

DFT (ωB97M-V with the def2-TZVPD basis set) results for a gas-phase ion, C3H9N2O2 (charge +1) at a distorted geometry.

```
16
Properties=species:S:1:pos:R:3
C -2.28 0.24 -0.06
C -0.81 0.62 -0.15
C -0.02 -0.70 0.22
N 1.97 0.45 0.55
N 1.41 -0.49 -0.12
O 3.10 0.83 0.25
O 2.07 -1.33 -0.95
H -2.86 1.10 0.05
H -2.80 -0.23 -0.92
H -2.48 -0.38 0.91
H -0.57 1.39 0.60
H -0.47 0.95 -1.11
H -0.14 -0.80 1.26
H -0.27 -1.55 -0.26
H 1.26 0.78 1.14
H 2.88 -0.87 -1.42
```

Output
**Total charge**: +1
**Spin multiplicity**: 1
**HOMO energy**: -15.573 eV
**Gap between HOMO and LUMO**: 0.3515 Ha
**ΔE to the lowest compared entry with this formula, charge and spin**: 170.16 kcal per mole
**SMILES string**: CCCN(O)[NH+]=O

=====

DFT (ωB97M-V with the def2-TZVPD basis set) results for a molecular structure, C45H53CoGeI2N5O3P.

```
111
Properties=species:S:1:pos:R:3
Co 0.40 0.02 0.00
I 0.02 -5.07 -0.96
C -0.31 -3.98 0.78
C -0.63 -4.65 1.97
C -0.91 -3.97 3.12
I -1.40 -5.06 4.84
C -0.86 -2.55 3.14
C -1.17 -1.73 4.25
C -1.10 -0.37 4.14
C -0.68 0.20 2.92
N -0.37 -0.54 1.89
C -0.49 -1.88 1.95
C -0.25 -2.59 0.70
O -0.02 -1.93 -0.37
H -0.67 -5.73 1.96
H -1.48 -2.19 5.18
H -1.36 0.27 4.97
H -0.58 1.27 2.80
N 2.26 0.18 -0.22
P 3.64 -0.24 0.22
N 4.90 0.88 -0.03
C 5.13 1.92 0.96
C 4.18 3.11 0.80
C 4.32 3.69 -0.60
C 4.06 2.60 -1.64
C 4.98 1.40 -1.40
N 3.80 -0.63 1.86
C 2.86 -0.07 2.83
C 3.54 0.10 4.18
C 3.95 -1.27 4.75
C 4.13 -2.29 3.62
C 4.71 -1.64 2.37
N 4.28 -1.55 -0.60
C 5.71 -1.80 -0.81
C 5.95 -3.28 -1.07
C 5.22 -3.72 -2.34
C 3.79 -3.14 -2.40
C 3.35 -2.58 -1.06
H 6.16 2.27 0.85
H 5.04 1.48 1.96
H 4.40 3.87 1.57
H 3.15 2.76 0.94
H 5.33 4.09 -0.73
H 3.62 4.53 -0.74
H 4.21 2.98 -2.65
H 3.03 2.25 -1.54
H 6.02 1.70 -1.58
H 4.73 0.60 -2.09
H 1.99 -0.74 2.95
H 2.47 0.87 2.44
H 2.86 0.62 4.87
H 4.41 0.74 4.05
H 3.21 -1.63 5.45
H 4.89 -1.17 5.30
H 3.16 -2.73 3.35
H 4.77 -3.11 3.94
H 4.89 -2.39 1.60
H 5.70 -1.20 2.63
H 6.29 -1.45 0.05
H 6.08 -1.23 -1.67
H 5.58 -3.86 -0.21
H 7.02 -3.47 -1.15
H 5.21 -4.81 -2.41
H 5.80 -3.36 -3.20
H 3.08 -3.91 -2.71
H 3.73 -2.34 -3.14
H 3.27 -3.40 -0.33
H 2.37 -2.13 -1.13
O -2.21 1.61 0.64
C -1.51 2.16 -0.22
O -0.34 1.81 -0.59
C -2.07 3.39 -0.95
C -3.58 3.53 -0.88
Ge -4.61 1.94 -1.37
C -4.48 0.20 -0.52
C -4.94 0.04 0.79
C -4.89 -1.20 1.41
C -4.37 -2.30 0.74
C -3.91 -2.15 -0.56
C -3.97 -0.91 -1.19
C -4.22 1.69 -3.28
C -5.15 1.97 -4.28
C -4.82 1.84 -5.62
C -3.55 1.44 -5.99
C -2.61 1.16 -5.01
C -2.94 1.29 -3.67
C -6.52 2.40 -1.19
C -6.96 3.59 -0.61
C -8.32 3.84 -0.43
C -9.25 2.90 -0.84
C -8.83 1.72 -1.43
C -7.48 1.47 -1.60
H -1.73 3.34 -1.98
H -1.57 4.26 -0.51
H -3.91 4.28 -1.61
H -3.90 3.86 0.11
H -5.33 0.89 1.33
H -5.24 -1.30 2.43
H -4.32 -3.26 1.23
H -3.49 -3.00 -1.08
H -3.60 -0.81 -2.20
H -6.15 2.29 -4.01
H -5.57 2.06 -6.38
H -3.29 1.34 -7.04
H -1.61 0.85 -5.29
H -2.18 1.06 -2.92
H -6.24 4.33 -0.29
H -8.64 4.77 0.03
H -10.31 3.10 -0.70
H -9.56 0.98 -1.75
H -7.16 0.53 -2.03
```

Output
**Total charge**: -1
**Spin multiplicity**: 4
**HOMO energy (spin up / spin down)**: -4.685 / -4.822 eV
**Gap between HOMO and LUMO (spin up / spin down)**: 0.2457 / 0.2507 Ha

=====

DFT (ωB97M-V with the def2-TZVPD basis set) results for 2 unconnected molecules or ions with the total composition C10H15B2O5 at a distorted geometry.

```
32
Properties=species:S:1:pos:R:3
C -4.10 -1.01 -0.63
C -2.68 -0.41 -0.51
B -1.90 -0.31 -1.89
O -2.50 -0.94 -3.02
C -0.54 0.41 -2.04
C 0.61 -0.29 -1.34
B 1.10 -1.62 -2.00
O 0.29 -2.56 -2.58
O 2.46 -1.96 -1.96
H -4.08 -1.88 -1.27
H -4.46 -1.35 0.34
H -4.78 -0.28 -1.04
H -2.78 0.56 -0.04
H -2.13 -1.05 0.17
H -3.05 -0.28 -3.46
H -0.66 1.37 -1.51
H 1.47 0.38 -1.34
H 0.42 -0.50 -0.27
H 0.77 -3.40 -2.53
H 2.81 -1.54 -1.15
C 3.33 1.48 1.91
C 2.36 1.80 1.03
C 0.94 1.74 1.40
O 0.06 2.03 0.60
C 0.63 1.29 2.77
C 1.59 0.97 3.64
C 3.02 1.05 3.28
O 3.90 0.76 4.08
H 4.38 1.53 1.65
H 2.58 2.12 0.02
H -0.42 1.24 3.02
H 1.38 0.65 4.65
```

Output
**Total charge**: -1
**Spin multiplicity**: 1
**HOMO energy**: -1.881 eV
**Gap between HOMO and LUMO**: 0.1221 Ha